Record 1
{
  "formula": "C4H11NO2",
  "method": "ωB97M-V/def2-TZVPD",
  "orbital_gap_ev": 10.246,
  "total_energy_ha": -364.2050,
  "smiles": "N[C@@H](CO)CCO",
  "homo_energy_ev": -9.5,
  "relative_energy_kcal_mol": 39.7,
  "species": ["H", "C", "H", "N", "H", "H", "C", "C", "H", "O", "H", "H", "H", "H", "C", "H", "O", "H"],
  "xyz": [[0.47, -1.61, 0.04], [1.17, -0.14, 1.28], [-2.59, 1.44, 0.08], [0.94, 0.07, -1.16], [-1.83, -0.94, -0.11], [-1.36, 0.23, -2.02], [-1.12, -0.19, 0.26], [-1.63, 1.14, -0.33], [1.38, 0.93, 1.29], [2.42, -0.83, 1.35], [2.34, -1.68, 0.86], [0.62, -0.40, 2.18], [-1.26, -0.20, 1.34], [-0.84, 1.88, -0.18], [0.38, -0.51, 0.02], [0.72, -0.47, -1.98], [-1.74, 1.08, -1.77], [1.94, 0.20, -1.15]],
  "mulliken_charge": [0.198, -0.691, 0.327, -0.575, 0.430, 0.288, -1.279, -0.282, 0.347, -0.507, 0.341, 0.321, 0.394, 0.247, 0.540, 0.186, -0.504, 0.219]
}

***

Record 2
{
  "formula": "C4H11NO2",
  "method": "ωB97M-V/def2-TZVPD",
  "orbital_gap_ev": 9.408,
  "total_energy_ha": -364.1528,
  "smiles": "CNCCC=O.O",
  "homo_energy_ev": -8.9,
  "relative_energy_kcal_mol": 72.4,
  "species": ["O", "H", "C", "H", "H", "C", "C", "N", "H", "H", "H", "H", "H", "H", "H", "C", "O", "H"],
  "xyz": [[-3.17, -2.78, 3.41], [0.54, 1.69, -3.58], [-0.13, 1.51, -2.76], [-3.38, -2.62, 2.52], [0.69, -0.46, -2.43], [1.78, 0.65, 1.41], [-0.05, 0.22, -2.01], [1.43, -0.07, 0.18], [2.56, 0.05, 2.12], [-0.96, -0.23, -2.12], [1.29, -1.08, 0.16], [-0.76, -0.16, -0.13], [-2.48, -3.40, 3.28], [0.10, 1.36, -0.13], [2.43, 1.48, 1.06], [0.16, 0.43, -0.40], [-1.00, 2.36, -2.58], [1.00, 1.03, 2.00]],
  "mulliken_charge": [-0.608, 0.391, -0.143, 0.301, 0.328, -0.827, -0.476, -0.385, 0.272, 0.336, 0.253, 0.110, 0.307, 0.683, 0.292, -0.684, -0.499, 0.349]
}

***

Record 3
{
  "formula": "C4H11NO2",
  "method": "ωB97M-V/def2-TZVPD",
  "orbital_gap_ev": 9.579,
  "total_energy_ha": -364.1757,
  "homo_energy_ev": -9.1,
  "relative_energy_kcal_mol": 58.0,
  "species": ["C", "H", "H", "N", "H", "H", "H", "H", "O", "H", "H", "O", "C", "C", "H", "H", "C", "H"],
  "xyz": [[2.04, -0.15, 1.11], [-1.62, 1.75, 0.78], [0.11, -1.40, -1.00], [-1.08, -1.16, -0.80], [2.06, 0.81, 1.63], [-1.34, -1.73, 0.00], [2.03, 0.81, -0.87], [-1.76, 0.14, 1.51], [-1.21, 0.96, -1.64], [3.05, -0.58, 1.10], [1.39, -0.84, 1.66], [1.39, -1.13, -1.01], [-1.93, 0.72, 0.61], [-1.18, 0.15, -0.55], [0.40, 0.46, -0.17], [-3.00, 0.72, 0.38], [1.53, 0.00, -0.32], [-0.88, 0.46, -2.41]],
  "mulliken_charge": [-1.129, 0.332, 0.365, -0.618, 0.335, 0.272, 0.328, 0.364, -0.465, 0.317, 0.239, -0.694, -1.255, 0.581, -0.118, 0.362, 0.388, 0.395]
}

***

Record 4
{
  "formula": "C4H11NO2",
  "method": "ωB97M-V/def2-TZVPD",
  "orbital_gap_ev": 9.790,
  "total_energy_ha": -364.1793,
  "smiles": "C=NC(=C)C.O.O",
  "homo_energy_ev": -9.2,
  "relative_energy_kcal_mol": 55.8,
  "species": ["C", "H", "H", "H", "H", "O", "H", "H", "O", "C", "H", "N", "C", "H", "C", "H", "H", "H"],
  "xyz": [[1.18, 0.32, 0.71], [-3.33, -2.16, 0.49], [-2.84, -1.14, -0.50], [-0.44, 1.43, -0.70], [-0.88, 2.81, -1.04], [-3.52, -1.81, -0.39], [2.75, -0.05, -0.65], [2.07, 0.90, 2.50], [-0.61, 1.99, -1.47], [1.18, 0.49, 2.04], [2.98, 1.44, 0.37], [0.08, -0.38, 0.15], [0.28, -1.53, -0.32], [1.81, 1.35, -1.00], [2.29, 0.82, -0.17], [1.26, -2.00, -0.45], [-0.46, -1.93, -1.01], [0.25, 0.36, 2.58]],
  "mulliken_charge": [0.507, 0.327, 0.322, 0.389, 0.329, -0.653, 0.240, 0.272, -0.656, -1.000, 0.360, -0.391, -0.363, 0.289, -0.800, 0.284, 0.244, 0.300]
}

***

Record 5
{
  "formula": "C4H11NO2",
  "method": "ωB97M-V/def2-TZVPD",
  "orbital_gap_ev": 10.009,
  "total_energy_ha": -364.1601,
  "smiles": "CCN(C)C=O.O",
  "homo_energy_ev": -9.2,
  "relative_energy_kcal_mol": 67.8,
  "species": ["C", "C", "H", "H", "H", "H", "H", "O", "H", "N", "H", "H", "C", "C", "H", "H", "O", "H"],
  "xyz": [[0.32, -0.91, -0.23], [-1.92, 0.15, -0.78], [-1.59, 3.17, 1.77], [-2.89, 0.05, -0.31], [2.65, -1.09, -0.61], [3.75, -2.01, -0.36], [-2.24, 1.21, -1.25], [3.46, -1.14, -0.14], [1.18, -0.77, 0.37], [-0.64, 0.16, -0.14], [-1.39, 1.64, 2.62], [0.03, 2.13, -0.22], [-0.33, 1.42, 0.73], [-1.40, 2.00, 1.59], [-1.83, -0.52, -1.75], [0.54, 1.09, 1.31], [0.12, -1.83, -1.05], [-2.43, 1.78, 1.04]],
  "mulliken_charge": [-0.142, -1.017, 0.282, 0.355, 0.347, 0.319, 0.327, -0.631, 0.549, 0.129, 0.269, 0.248, -0.314, -0.844, 0.268, 0.249, -0.597, 0.202]
}

***

Record 6
{
  "formula": "C4H11NO2",
  "method": "ωB97M-V/def2-TZVPD",
  "orbital_gap_ev": 9.802,
  "total_energy_ha": -364.2342,
  "smiles": "CC(=O)O.CCN",
  "homo_energy_ev": -9.0,
  "relative_energy_kcal_mol": 21.3,
  "species": ["H", "H", "H", "H", "H", "C", "C", "N", "H", "O", "H", "H", "H", "H", "O", "H", "C", "C"],
  "xyz": [[-0.67, 0.22, -1.36], [0.89, -1.33, -0.24], [-1.67, 1.45, 3.28], [1.74, 0.56, 3.09], [-1.38, 0.06, 2.22], [-1.32, 1.14, 2.28], [0.17, 1.35, 2.37], [1.17, -0.60, -0.88], [-1.87, 1.76, 1.58], [0.72, 2.41, 2.21], [2.09, -0.75, -1.26], [0.54, 0.49, -2.60], [-1.33, -1.65, -2.62], [0.22, -2.35, -2.40], [0.85, 0.29, 2.83], [-0.05, -1.34, -3.85], [0.18, -0.27, -1.87], [-0.27, -1.45, -2.79]],
  "mulliken_charge": [0.231, 0.201, 0.287, 0.329, 0.280, -0.880, 0.692, -0.509, 0.298, -0.560, 0.211, 0.278, 0.270, 0.288, -0.454, 0.289, -0.318, -0.933]
}

***

Record 7
{
  "formula": "C4H11NO2",
  "method": "ωB97M-V/def2-TZVPD",
  "orbital_gap_ev": 10.281,
  "total_energy_ha": -364.2159,
  "smiles": "C[C@H](O)[C@@H](N)CO",
  "homo_energy_ev": -9.6,
  "relative_energy_kcal_mol": 32.8,
  "species": ["H", "C", "H", "H", "H", "H", "H", "O", "N", "H", "H", "O", "C", "C", "H", "H", "H", "C"],
  "xyz": [[-1.77, 0.49, 1.66], [0.39, -0.02, -0.39], [-0.51, 1.69, 0.46], [1.99, 0.56, 1.64], [0.05, -1.46, -2.17], [1.46, 0.09, -0.58], [-0.73, 1.15, -1.84], [-0.39, -0.70, -2.57], [0.39, -1.47, -0.07], [1.64, 2.16, 1.26], [0.84, 1.53, 2.69], [-0.90, 0.07, 1.70], [-0.66, 0.15, -1.46], [-0.01, 0.80, 0.85], [-0.42, -1.58, 0.54], [1.24, -1.63, 0.46], [-1.60, -0.18, -1.02], [1.17, 1.27, 1.69]],
  "mulliken_charge": [0.328, -0.132, 0.328, 0.304, 0.362, 0.474, 0.348, -0.551, -0.729, 0.350, 0.352, -0.594, -0.589, 0.309, 0.269, 0.272, 0.280, -1.379]
}

***

Record 8
{
  "formula": "C4H11NO2",
  "method": "ωB97M-V/def2-TZVPD",
  "orbital_gap_ev": [12.264, 6.480],
  "total_energy_ha": -363.8729,
  "total_charge": 1,
  "homo_energy_ev": [-15.4, -15.2],
  "multiplicity": 2,
  "s2": 0.76,
  "relative_energy_kcal_mol": 34.8,
  "species": ["H", "H", "C", "C", "H", "C", "O", "O", "C", "H", "H", "H", "H", "H", "N", "H", "H", "H"],
  "xyz": [[-1.17, 1.62, 1.56], [-1.80, -0.83, -0.75], [0.96, 0.46, 0.72], [-0.38, 0.56, -0.02], [-0.39, 1.47, -0.63], [0.04, -0.79, -2.05], [1.70, 1.64, 0.75], [-0.27, -1.78, 0.24], [-0.72, -0.80, -0.72], [0.88, 0.19, 1.79], [0.77, -0.01, -2.11], [-1.22, -0.10, 1.66], [1.42, 2.24, 0.05], [-0.69, -0.69, -2.83], [-1.38, 0.74, 1.08], [0.48, -1.74, -2.37], [-0.74, -2.60, 0.10], [1.51, -0.40, 0.21]],
  "lowdin_spin": [0.019, 0.002, 0.132, 0.077, 0.002, 0.002, 0.100, 0.004, 0.010, 0.008, 0.000, 0.015, 0.002, 0.000, 0.578, 0.000, 0.000, 0.049]
}